{
  "formula": "C29H40BBrClF3N3O4S",
  "method": "wB97M-V/def2-TZVPD",
  "symbols": ["C", "O", "B", "O", "C", "C", "C", "C", "N", "C", "C", "C", "C", "C", "C", "N", "N", "S", "O", "O", "C", "F", "F", "F", "C", "C", "C", "C", "C", "C", "C", "C", "C", "C", "C", "C", "C", "C", "C", "Br", "C", "C", "Cl", "H", "H", "H", "H", "H", "H", "H", "H", "H", "H", "H", "H", "H", "H", "H", "H", "H", "H", "H", "H", "H", "H", "H", "H", "H", "H", "H", "H", "H", "H", "H", "H", "H", "H", "H", "H", "H", "H", "H", "H"],
  "positions_angstrom": [[3.001, -5.182, -0.197], [3.784, -4.874, -1.353], [4.263, -3.610, -1.496], [5.317, -3.365, -2.313], [3.631, -2.348, -0.748], [4.322, -1.764, 0.344], [5.637, -2.336, 0.801], [6.795, -1.890, -0.092], [7.043, -0.697, -0.408], [3.791, -0.677, 0.950], [2.568, -0.083, 0.546], [2.093, 1.060, 1.194], [2.969, 1.724, 2.217], [3.431, 3.102, 1.745], [3.933, 4.104, 2.746], [3.427, 3.277, 0.491], [0.883, 1.573, 0.855], [0.202, 2.926, 1.791], [0.838, 4.154, 1.482], [-1.211, 2.921, 1.675], [0.340, 2.480, 3.635], [0.432, 1.162, 3.781], [-0.782, 2.890, 4.177], [1.345, 3.121, 4.208], [0.153, 1.053, -0.229], [-1.119, 1.710, -0.719], [-2.430, 1.127, -0.143], [-3.576, 1.201, -1.199], [-3.979, -0.200, -1.711], [-4.806, 1.837, -0.516], [-5.395, 0.949, 0.608], [-6.686, 0.278, 0.185], [-7.062, -0.952, 0.572], [-7.841, -1.860, -0.354], [-6.750, -1.465, 1.950], [0.595, -0.054, -0.899], [-0.315, -0.579, -1.984], [-0.017, -0.051, -3.412], [1.362, 0.548, -3.667], [-0.536, -1.360, -4.757], [1.840, -0.664, -0.536], [2.444, -1.803, -1.158], [1.779, -2.625, -2.538], [3.484, -4.846, 0.721], [2.906, -6.263, -0.148], [1.998, -4.761, -0.280], [5.712, -4.196, -2.607], [5.848, -1.953, 1.801], [5.582, -3.423, 0.872], [7.469, -2.665, -0.451], [6.342, -0.059, -0.021], [4.356, -0.298, 1.786], [3.925, 1.218, 2.284], [2.590, 1.686, 3.227], [3.176, 4.864, 2.931], [4.850, 4.564, 2.386], [4.153, 3.626, 3.702], [3.793, 4.200, 0.263], [-1.053, 2.789, -0.600], [-1.169, 1.596, -1.798], [-2.264, 0.082, 0.123], [-2.771, 1.664, 0.729], [-3.301, 1.858, -2.026], [-3.828, -0.964, -0.953], [-5.019, -0.178, -2.030], [-3.398, -0.446, -2.604], [-5.589, 2.021, -1.251], [-4.501, 2.772, -0.042], [-5.548, 1.557, 1.508], [-4.705, 0.155, 0.896], [-7.350, 0.834, -0.473], [-7.576, -2.890, -0.110], [-7.529, -1.685, -1.379], [-8.924, -1.758, -0.263], [-6.155, -0.753, 2.518], [-6.193, -2.408, 1.908], [-7.678, -1.653, 2.490], [-0.380, -1.659, -1.931], [-1.339, -0.285, -1.777], [-0.723, 0.759, -3.582], [2.189, -0.011, -3.237], [1.375, 1.595, -3.363], [1.531, 0.559, -4.743]],
  "total_charge": 1,
  "total_energy_ha": -5350.8580
}

---

{
  "formula": "C29H40BF2N7O4S3Sr",
  "method": "wB97M-V/def2-TZVPD",
  "symbols": ["Sr", "O", "C", "O", "C", "C", "C", "C", "C", "N", "C", "O", "O", "H", "H", "H", "H", "H", "C", "C", "C", "C", "N", "C", "C", "N", "B", "N", "C", "C", "N", "C", "S", "C", "C", "C", "C", "N", "C", "C", "N", "C", "S", "C", "C", "C", "C", "C", "S", "H", "H", "H", "H", "H", "H", "H", "H", "H", "H", "H", "H", "H", "H", "H", "H", "H", "H", "H", "H", "H", "H", "H", "H", "H", "H", "H", "H", "H", "H", "H", "H", "H", "H", "F", "C", "F", "H"],
  "positions_angstrom": [[0.182, -0.673, -0.026], [-2.850, -3.143, -2.194], [-2.150, -2.432, -1.310], [-0.959, -2.645, -1.134], [-2.908, -1.369, -0.591], [-4.175, -1.013, -0.952], [-4.690, 0.164, -0.312], [-3.969, 0.825, 0.616], [-2.673, 0.309, 1.040], [-2.149, -0.772, 0.335], [-1.950, 0.830, 2.045], [-2.215, 1.981, 2.728], [-0.806, 0.092, 2.454], [-2.227, -3.751, -2.615], [-4.716, -1.528, -1.730], [-5.667, 0.538, -0.592], [-4.361, 1.715, 1.089], [-1.891, 2.704, 2.170], [0.211, 4.477, 2.543], [1.723, 4.519, 2.376], [2.105, 5.995, 2.205], [2.382, 3.926, 3.621], [2.241, 3.781, 1.181], [3.587, 3.917, 0.872], [3.788, 3.345, -0.323], [2.585, 2.840, -0.763], [2.560, 2.253, -2.196], [1.180, 2.437, -2.870], [0.835, 3.727, -3.215], [-0.400, 3.704, -3.744], [-0.831, 2.391, -3.733], [0.150, 1.623, -3.176], [0.121, -0.086, -2.960], [-2.174, 1.958, -4.227], [-2.923, 3.177, -4.760], [-2.970, 1.381, -3.063], [-2.006, 0.964, -5.372], [3.152, 0.834, -2.357], [3.480, 0.455, -3.643], [3.939, -0.804, -3.598], [3.913, -1.216, -2.272], [3.405, -0.194, -1.521], [3.125, -0.134, 0.172], [4.376, -2.598, -1.931], [4.492, -2.883, -0.438], [5.768, -2.788, -2.541], [3.375, -3.577, -2.548], [1.639, 3.073, 0.176], [0.025, 2.468, 0.120], [-0.026, 5.158, 3.363], [-0.315, 4.805, 1.649], [-0.153, 3.497, 2.831], [1.748, 6.555, 3.070], [3.178, 6.154, 2.129], [1.631, 6.408, 1.314], [2.005, 4.425, 4.514], [2.161, 2.861, 3.704], [3.466, 4.041, 3.606], [4.278, 4.413, 1.525], [4.681, 3.246, -0.913], [3.309, 2.964, -2.827], [1.516, 4.544, -3.056], [-0.994, 4.504, -4.136], [-3.093, 3.925, -3.984], [-2.415, 3.642, -5.606], [-3.899, 2.837, -5.106], [-3.057, 2.111, -2.257], [-3.974, 1.120, -3.401], [-2.502, 0.489, -2.660], [-1.441, 1.415, -6.191], [-1.498, 0.061, -5.048], [-2.995, 0.696, -5.750], [3.349, 1.128, -4.471], [4.276, -1.447, -4.388], [5.153, -2.182, 0.066], [3.534, -2.856, 0.068], [4.909, -3.888, -0.347], [6.469, -2.057, -2.136], [6.128, -3.785, -2.287], [5.772, -2.706, -3.626], [2.379, -3.418, -2.132], [3.311, -3.466, -3.631], [3.681, -4.601, -2.330], [0.049, 0.672, 4.442], [0.203, 0.726, 3.095], [1.334, 0.010, 2.805], [0.346, 1.753, 2.765]],
  "total_charge": 0,
  "total_energy_ha": -3263.4558,
  "de_lowest_kcal_mol": 0.15
}

---

{
  "formula": "C29H40IrP",
  "method": "wB97M-V/def2-TZVPD",
  "symbols": ["C", "C", "C", "C", "C", "Ir", "C", "C", "H", "C", "H", "H", "C", "H", "H", "H", "C", "H", "H", "H", "C", "H", "H", "H", "C", "H", "H", "H", "C", "H", "H", "H", "C", "H", "H", "H", "C", "H", "H", "H", "C", "C", "C", "C", "H", "C", "H", "C", "H", "H", "H", "C", "P", "C", "C", "C", "C", "C", "C", "C", "H", "H", "H", "H", "H", "H", "H", "H", "H", "H", "H"],
  "positions_angstrom": [[0.267, 1.582, -1.356], [0.903, 0.479, -2.088], [2.240, 0.362, -1.692], [2.546, 1.349, -0.735], [1.356, 2.141, -0.479], [-0.023, 1.028, 0.604], [1.940, -1.017, 3.156], [0.874, -0.194, 3.271], [0.060, -0.382, 3.978], [0.773, 1.081, 2.511], [1.759, 1.565, 2.417], [0.122, 1.794, 3.032], [1.828, -2.427, 3.653], [0.886, -2.868, 3.288], [2.649, -3.043, 3.273], [1.839, -2.515, 4.754], [3.205, -0.617, 2.435], [2.984, -0.142, 1.464], [3.858, 0.077, 2.998], [3.836, -1.487, 2.213], [0.291, -0.162, -3.265], [-0.801, -0.163, -3.181], [0.559, 0.353, -4.204], [0.590, -1.208, -3.360], [3.232, -0.550, -2.333], [2.770, -1.505, -2.602], [3.654, -0.113, -3.252], [4.066, -0.761, -1.654], [3.896, 1.744, -0.282], [4.601, 0.907, -0.352], [4.300, 2.565, -0.896], [3.873, 2.093, 0.759], [1.312, 3.545, 0.003], [2.203, 3.774, 0.596], [1.244, 4.242, -0.842], [0.424, 3.668, 0.638], [-0.700, 2.486, -2.048], [-1.025, 3.291, -1.384], [-0.223, 2.940, -2.928], [-1.565, 1.910, -2.395], [-0.356, -3.073, -2.405], [0.614, -2.817, -1.316], [-0.385, -4.062, -3.313], [1.662, -3.783, -1.398], [0.811, -2.122, -0.499], [0.773, -4.924, -3.343], [-1.230, -4.173, -3.993], [1.750, -4.791, -2.368], [2.450, -3.757, -0.640], [0.922, -5.709, -4.084], [2.615, -5.461, -2.334], [-2.288, 0.716, 3.154], [-2.033, 0.490, 1.354], [-2.332, -1.279, 1.012], [-3.630, 1.263, 0.760], [-3.634, 2.225, -0.250], [-4.837, 2.798, -0.685], [-6.045, 2.454, -0.072], [-6.048, 1.513, 0.963], [-4.855, 0.900, 1.356], [-1.943, 1.720, 3.427], [-1.725, -0.031, 3.714], [-3.344, 0.620, 3.426], [-3.396, -1.525, 1.112], [-2.010, -1.491, -0.015], [-1.747, -1.887, 1.710], [-2.694, 2.537, -0.701], [-4.826, 3.519, -1.502], [-6.978, 2.917, -0.397], [-6.980, 1.252, 1.465], [-4.886, 0.144, 2.144]],
  "multiplicity": 6,
  "total_charge": 1,
  "total_energy_ha": -1574.1900,
  "s2": 8.79,
  "de_lowest_kcal_mol": 0.00
}

---

{
  "formula": "C29H40MnNO3Se",
  "method": "wB97M-V/def2-TZVPD",
  "symbols": ["Mn", "C", "C", "C", "C", "C", "C", "C", "Se", "C", "C", "C", "C", "C", "C", "O", "C", "C", "C", "C", "C", "C", "C", "C", "C", "O", "C", "C", "C", "C", "C", "C", "H", "H", "H", "H", "H", "H", "H", "H", "H", "H", "H", "H", "H", "H", "H", "H", "H", "H", "H", "H", "H", "H", "H", "H", "H", "H", "H", "H", "H", "H", "H", "H", "H", "H", "H", "H", "H", "H", "H", "H", "O", "C", "N"],
  "positions_angstrom": [[-2.206, 1.212, -2.233], [0.265, 0.024, 4.528], [0.249, 1.488, 4.063], [-0.422, 2.362, 5.135], [1.696, 1.957, 3.897], [-0.543, 1.602, 2.764], [0.013, 2.072, 1.583], [-0.763, 2.154, 0.446], [0.050, 2.799, -1.198], [0.912, 1.170, -1.825], [2.080, 0.756, -1.220], [2.676, -0.430, -1.621], [2.052, -1.142, -2.639], [0.880, -0.761, -3.286], [0.292, 0.462, -2.875], [-0.829, 0.977, -3.399], [0.370, -1.718, -4.386], [1.443, -1.785, -5.485], [0.186, -3.120, -3.779], [-0.952, -1.350, -5.069], [3.959, -0.965, -0.991], [3.687, -2.341, -0.367], [4.491, -0.037, 0.104], [5.037, -1.095, -2.079], [-2.136, 1.818, 0.424], [-2.806, 2.009, -0.719], [-2.711, 1.313, 1.616], [-1.883, 1.235, 2.731], [-4.170, 0.849, 1.818], [-4.149, -0.599, 2.338], [-4.818, 1.759, 2.874], [-5.082, 0.867, 0.587], [0.846, -0.070, 5.447], [-0.743, -0.343, 4.725], [0.715, -0.615, 3.766], [0.141, 2.314, 6.070], [-0.461, 3.402, 4.806], [-1.441, 2.030, 5.335], [2.216, 1.876, 4.852], [2.232, 1.341, 3.172], [1.740, 3.000, 3.576], [1.050, 2.370, 1.524], [2.498, 1.362, -0.429], [2.510, -2.073, -2.951], [2.399, -2.133, -5.089], [1.129, -2.473, -6.272], [1.595, -0.799, -5.928], [1.111, -3.506, -3.352], [-0.566, -3.102, -2.991], [-0.145, -3.814, -4.555], [-0.882, -0.394, -5.585], [-1.188, -2.122, -5.806], [-1.768, -1.308, -4.354], [2.904, -2.270, 0.390], [3.367, -3.064, -1.118], [4.595, -2.723, 0.106], [3.775, 0.057, 0.923], [5.414, -0.451, 0.514], [4.714, 0.956, -0.289], [4.733, -1.798, -2.855], [5.221, -0.128, -2.550], [5.973, -1.454, -1.646], [-2.322, 0.861, 3.648], [-3.610, -0.688, 3.281], [-5.171, -0.948, 2.498], [-3.668, -1.257, 1.613], [-4.274, 1.728, 3.819], [-4.835, 2.793, 2.523], [-5.846, 1.443, 3.061], [-4.695, 0.228, -0.202], [-6.064, 0.486, 0.878], [-5.211, 1.875, 0.198], [-1.144, -2.229, -0.160], [-1.611, -1.376, -0.824], [-2.102, -0.526, -1.503]],
  "multiplicity": 5,
  "total_charge": 0,
  "total_energy_ha": -4961.9905,
  "s2": 6.11,
  "de_lowest_kcal_mol": 7.00
}

---

{
  "formula": "C29H40N2O5PPdSSi",
  "method": "wB97M-V/def2-TZVPD",
  "symbols": ["Pd", "O", "C", "C", "O", "C", "C", "O", "C", "O", "O", "C", "Si", "C", "C", "C", "C", "C", "C", "C", "H", "H", "H", "H", "H", "H", "H", "H", "H", "H", "H", "C", "C", "C", "C", "P", "C", "C", "C", "C", "C", "C", "C", "C", "C", "C", "H", "H", "H", "H", "H", "H", "H", "H", "H", "H", "H", "H", "H", "H", "H", "H", "H", "H", "H", "H", "H", "H", "H", "C", "N", "C", "N", "S", "H", "H", "H", "H", "H", "H"],
  "positions_angstrom": [[0.606, -0.193, -0.408], [-2.363, -5.821, -0.118], [-1.725, -4.796, -0.057], [-1.302, -4.073, 1.204], [-1.549, -4.418, 2.344], [-0.538, -2.882, 0.779], [-0.509, -2.841, -0.641], [0.050, -1.936, -1.374], [-1.207, -3.983, -1.219], [-1.357, -4.238, -2.404], [-0.027, -2.039, 1.573], [2.688, -3.021, -0.725], [2.676, -1.142, -0.785], [3.193, -0.598, -2.514], [4.126, -0.674, 0.369], [4.967, 0.413, 0.121], [6.032, 0.722, 0.959], [6.279, -0.052, 2.085], [5.463, -1.145, 2.351], [4.410, -1.450, 1.498], [3.717, -3.388, -0.781], [2.116, -3.427, -1.558], [2.236, -3.399, 0.195], [4.154, -1.037, -2.798], [3.270, 0.489, -2.591], [2.436, -0.928, -3.228], [4.785, 1.038, -0.746], [6.670, 1.569, 0.734], [7.109, 0.184, 2.740], [5.658, -1.770, 3.215], [3.791, -2.314, 1.716], [-0.930, 2.244, -2.616], [-1.817, 2.470, -1.384], [-1.162, 3.541, -0.509], [-3.180, 2.974, -1.862], [-1.839, 0.802, -0.500], [-3.036, -0.123, -1.544], [-2.517, -1.007, -2.487], [-3.354, -1.756, -3.307], [-4.727, -1.618, -3.210], [-5.262, -0.725, -2.289], [-4.427, 0.011, -1.467], [-2.647, 0.974, 1.195], [-1.518, 1.330, 2.172], [-3.154, -0.421, 1.588], [-3.768, 2.001, 1.377], [-0.864, 3.173, -3.190], [-1.341, 1.471, -3.268], [0.079, 1.939, -2.326], [-0.995, 4.438, -1.115], [-0.199, 3.215, -0.118], [-1.792, 3.828, 0.334], [-3.043, 3.938, -2.363], [-3.880, 3.126, -1.040], [-3.635, 2.288, -2.576], [-1.449, -1.165, -2.547], [-2.915, -2.479, -3.982], [-5.382, -2.213, -3.835], [-6.336, -0.611, -2.200], [-4.873, 0.694, -0.760], [-0.772, 0.536, 2.193], [-1.939, 1.426, 3.178], [-1.019, 2.266, 1.919], [-2.367, -1.169, 1.485], [-4.016, -0.736, 1.002], [-3.447, -0.401, 2.643], [-3.425, 3.022, 1.205], [-4.113, 1.945, 2.414], [-4.634, 1.825, 0.742], [3.590, 2.882, 2.516], [2.967, 1.638, 2.922], [2.141, 0.931, 2.119], [1.699, -0.233, 2.560], [1.706, 1.573, 0.600], [4.196, 3.241, 3.346], [2.828, 3.627, 2.289], [4.221, 2.748, 1.637], [3.409, 1.127, 3.668], [2.007, -0.580, 3.454], [1.080, -0.855, 2.002]],
  "total_charge": -1,
  "total_energy_ha": -2771.8586,
  "de_lowest_kcal_mol": 0.00
}

---

{
  "formula": "C29H40N3",
  "method": "wB97M-V/def2-TZVPD",
  "symbols": ["C", "C", "C", "C", "N", "C", "C", "C", "C", "C", "C", "H", "H", "H", "H", "H", "H", "H", "H", "H", "H", "H", "H", "H", "H", "H", "H", "H", "C", "N", "C", "C", "C", "C", "C", "C", "C", "C", "C", "C", "C", "C", "N", "C", "C", "C", "C", "C", "C", "H", "H", "H", "H", "H", "H", "H", "H", "H", "H", "H", "H", "H", "H", "H", "H", "H", "H", "H", "H", "H", "H", "H"],
  "positions_angstrom": [[-1.433, -2.361, 3.474], [-1.644, -1.067, 4.229], [-2.416, -0.022, 3.424], [-2.131, 0.102, 1.963], [-2.698, 1.216, 1.471], [-3.445, 2.151, 2.377], [-3.895, 3.347, 1.530], [-3.422, 3.083, 0.115], [-2.576, 1.786, 0.136], [-1.015, -0.854, 1.358], [-0.717, -2.164, 2.160], [-0.851, -3.061, 4.072], [-2.406, -2.812, 3.253], [-2.248, -1.279, 5.114], [-0.701, -0.624, 4.576], [-3.499, -0.223, 3.533], [-2.243, 0.934, 3.957], [-4.314, 1.677, 2.859], [-2.809, 2.560, 3.185], [-4.976, 3.486, 1.594], [-3.447, 4.256, 1.935], [-4.261, 2.970, -0.575], [-2.806, 3.909, -0.253], [-1.528, 2.060, -0.062], [-2.909, 1.071, -0.630], [-0.154, -0.241, 1.693], [0.371, -2.169, 2.317], [-0.870, -3.058, 1.552], [1.382, -6.035, -4.077], [0.519, -6.042, -2.906], [0.093, -7.384, -2.548], [0.212, -4.908, -2.179], [-0.785, -4.873, -1.155], [-1.178, -3.684, -0.523], [-0.530, -2.438, -0.756], [-0.882, -1.041, -0.087], [0.258, -0.114, -0.492], [0.159, 1.080, -1.130], [1.166, 2.098, -0.980], [0.961, 3.373, -1.548], [1.849, 4.400, -1.327], [3.021, 4.179, -0.557], [3.938, 5.170, -0.401], [5.188, 4.932, 0.286], [3.816, 6.419, -1.124], [3.207, 2.911, 0.055], [2.301, 1.893, -0.168], [0.457, -2.489, -1.759], [0.826, -3.656, -2.424], [1.166, -5.193, -4.740], [2.448, -5.996, -3.814], [1.217, -6.969, -4.628], [-0.860, -7.376, -2.012], [-0.010, -7.980, -3.466], [0.839, -7.896, -1.911], [-1.286, -5.795, -0.882], [-2.018, -3.754, 0.174], [-1.812, -0.654, -0.547], [1.264, -0.471, -0.228], [-0.624, 1.298, -1.858], [0.070, 3.561, -2.144], [1.680, 5.393, -1.753], [5.006, 4.505, 1.279], [5.825, 4.229, -0.274], [5.699, 5.894, 0.382], [2.829, 6.873, -0.955], [4.595, 7.092, -0.755], [3.936, 6.268, -2.211], [4.072, 2.732, 0.699], [2.452, 0.934, 0.327], [0.965, -1.575, -2.070], [1.612, -3.585, -3.167]],
  "total_charge": 1,
  "total_energy_ha": -1292.9817,
  "de_lowest_kcal_mol": 83.98
}